Record 1
{"formula": "C4H12N2", "method": "ωB97M-V with the def2-TZVPD basis set", "energy_ha": -268.89122, "fmax_ha_per_bohr": 0.0797, "mol_weight_g_mol": 88.154, "multiplicity": 1, "charge": 0, "elements": ["N", "N", "C", "C", "C", "C", "H", "H", "H", "H", "H", "H", "H", "H", "H", "H", "H", "H"], "coordinates": [[1.716602, 0.900248, -0.775689], [-1.215101, -0.807775, -1.377653], [-1.794931, -0.479422, -0.114842], [0.497037, -0.300744, 1.136818], [-0.912169, 0.340186, 0.867173], [1.772376, 0.352874, 0.465178], [-1.431782, 0.400413, 1.812484], [-2.775179, -0.029045, -0.238441], [-0.824953, 1.319329, 0.466940], [-2.004216, -1.401993, 0.441812], [0.485658, -1.290297, 0.735953], [2.119499, 1.066579, 1.225425], [1.828927, 0.132116, -1.460828], [-1.274190, -0.030533, -1.976989], [2.449809, -0.525796, 0.499231], [-0.205325, -0.922474, -1.294104], [0.609708, -0.345665, 2.226875], [1.127919, -0.641798, -1.481670]], "forces_ev_per_angstrom": [[-2.36, 0.39, -1.31], [-0.04, -0.87, -0.19], [0.35, -0.65, 1.98], [-1.24, 1.51, -0.26], [0.45, -0.86, -0.44], [0.47, -2.25, 3.39], [-0.27, 0.14, 0.26], [0.00, 0.33, -0.20], [0.32, 1.12, -0.23], [-0.06, -0.19, -0.27], [-0.02, -0.99, -0.12], [0.01, 0.45, -0.60], [2.22, -0.74, -1.78], [-0.25, 1.20, -1.02], [0.35, 0.38, 0.20], [-0.38, -0.44, 0.24], [0.37, -0.17, -0.30], [0.08, 1.63, 0.65]], "lowdin_charge": [0.07, -0.01, -0.30, -0.18, -0.19, -0.41, 0.09, 0.11, 0.08, 0.10, 0.08, 0.12, -0.06, 0.05, 0.11, -0.02, 0.10, 0.24]}

=====

Record 2
{"formula": "C4H12N2", "method": "ωB97M-V with the def2-TZVPD basis set", "energy_ha": -268.90718, "fmax_ha_per_bohr": 0.1320, "mol_weight_g_mol": 88.154, "multiplicity": 1, "charge": 0, "elements": ["N", "N", "C", "C", "C", "C", "H", "H", "H", "H", "H", "H", "H", "H", "H", "H", "H", "H"], "coordinates": [[-1.560841, 0.449765, -0.186682], [-2.632038, -0.317493, 2.270050], [1.595075, 0.198455, -0.165124], [2.971789, 0.694388, -0.641328], [-0.698344, -0.591811, -0.669651], [0.641449, -0.485104, -1.133195], [-3.033374, -1.239607, 2.402992], [-1.306646, 1.355589, -0.562979], [3.440468, 1.440386, -0.026826], [0.960383, -1.292334, -1.783109], [2.888265, 1.118869, -1.665463], [-1.687101, -0.465713, 1.956309], [-3.058825, 0.163418, 1.486756], [1.664884, -0.257931, 0.852717], [3.581992, -0.209108, -0.755307], [-1.235995, -1.445658, -1.074072], [-0.734219, -0.148663, 0.486124], [0.859061, 0.993048, -0.301463]], "forces_ev_per_angstrom": [[0.51, -1.48, 1.32], [-0.07, -0.10, 0.48], [-0.51, 1.84, -1.25], [-0.89, -1.19, -1.57], [1.96, -0.62, -6.47], [-1.28, -2.90, 2.23], [-0.21, 0.19, -0.10], [1.06, 0.11, 0.46], [0.12, 0.08, 0.54], [0.12, -0.27, 0.05], [-0.02, -0.16, 0.58], [0.05, -0.09, 0.35], [-0.17, -0.35, 0.10], [-0.41, 0.29, -0.89], [0.42, 0.39, 0.16], [-0.26, -0.13, 0.25], [-1.34, 2.67, 1.59], [0.92, 1.71, 2.16]], "lowdin_charge": [0.01, 0.01, -0.27, -0.11, -0.30, -0.09, 0.01, 0.07, 0.06, 0.09, 0.08, -0.04, -0.01, 0.13, 0.07, 0.11, 0.11, 0.08]}

=====

Record 3
{"formula": "C4H12N2", "method": "ωB97M-V with the def2-TZVPD basis set", "energy_ha": -269.04655, "fmax_ha_per_bohr": 0.0719, "mol_weight_g_mol": 88.154, "multiplicity": 1, "charge": 0, "elements": ["N", "N", "C", "C", "C", "C", "H", "H", "H", "H", "H", "H", "H", "H", "H", "H", "H", "H"], "coordinates": [[2.023391, -2.285285, -2.072004], [0.248430, -1.277167, -0.804708], [0.708447, -2.505879, -1.531352], [-1.021388, 1.628377, 1.517777], [-1.030857, 2.452673, 2.797454], [-1.184257, 2.274684, 0.341886], [0.372689, -0.476507, -1.397302], [-0.764400, 3.479175, 2.568900], [2.628985, -1.763286, -1.454158], [-0.647746, -1.534179, -0.412818], [0.051338, -2.769946, -2.356860], [0.828941, -3.281588, -0.770664], [2.082923, -1.836322, -2.973519], [-2.038213, 2.327504, 3.227073], [-1.248545, 3.340478, 0.330584], [-0.809093, 1.589743, -0.406795], [-0.701315, 0.604120, 1.627414], [-0.313932, 2.091695, 3.538290]], "forces_ev_per_angstrom": [[0.72, -0.15, -0.48], [0.78, -2.20, 0.10], [0.97, 1.64, 0.59], [0.38, 2.51, 0.28], [-0.57, -1.08, -0.05], [1.53, -2.90, 1.72], [-0.89, 0.31, -0.07], [-0.39, 0.20, 0.13], [-0.13, -0.13, 0.31], [-0.35, 1.15, -0.19], [-0.13, -0.39, 0.08], [-0.57, -0.17, -0.24], [-0.42, -0.03, -0.09], [0.34, 0.55, 0.21], [-0.27, 0.35, -0.51], [-0.69, 0.77, -1.24], [-0.26, -0.29, -0.43], [-0.05, -0.12, -0.10]], "lowdin_charge": [-0.02, -0.02, -0.36, -0.23, -0.12, -0.02, 0.04, 0.06, 0.06, 0.05, 0.10, 0.10, 0.06, 0.07, 0.05, 0.03, 0.08, 0.07]}

=====

Record 4
{"formula": "C4H12N2", "method": "ωB97M-V with the def2-TZVPD basis set", "energy_ha": -269.08605, "fmax_ha_per_bohr": 0.0323, "mol_weight_g_mol": 88.154, "multiplicity": 1, "charge": 0, "elements": ["N", "N", "C", "C", "C", "C", "H", "H", "H", "H", "H", "H", "H", "H", "H", "H", "H", "H"], "coordinates": [[-1.604711, 0.369533, 0.171397], [0.942563, 1.044434, -0.807903], [-0.452534, 0.122521, 1.050307], [1.268431, 0.649797, -2.151986], [0.783483, -0.044454, 0.137231], [-0.710009, -1.136493, 1.901226], [-1.630591, -0.950194, 2.445492], [0.208445, -1.348214, 2.445945], [0.614211, -1.004247, -0.383421], [-2.548698, 0.229666, 0.503839], [-1.566104, -0.151210, -0.693507], [1.647748, -0.208324, 0.787822], [0.415121, 0.343967, -2.785668], [0.182431, 1.685546, -0.698493], [-0.305477, 0.971695, 1.728596], [-0.868045, -1.953368, 1.193548], [1.615789, 1.523194, -2.720175], [2.007946, -0.143853, -2.124254]], "forces_ev_per_angstrom": [[-0.10, 0.69, -0.64], [0.67, -0.39, 0.90], [-0.62, -0.63, -0.44], [-0.66, 0.91, -0.75], [-0.91, -0.47, 0.39], [0.74, 0.66, -1.34], [0.26, -0.33, 0.61], [-0.39, -0.17, 0.72], [0.09, 0.12, -0.08], [0.28, 0.03, 0.73], [0.38, -0.11, -0.04], [0.21, 0.20, -0.11], [-0.09, -0.53, 0.41], [-0.35, 0.21, -0.41], [-0.09, 0.08, -0.21], [-0.12, -0.13, 0.16], [0.54, -0.23, 0.27], [0.17, 0.08, -0.19]], "lowdin_charge": [0.01, -0.13, -0.44, -0.15, -0.23, -0.07, 0.07, 0.07, 0.11, 0.07, 0.07, 0.11, 0.07, 0.09, 0.13, 0.07, 0.07, 0.08]}

=====

Record 5
{"formula": "C4H12N2", "method": "ωB97M-V with the def2-TZVPD basis set", "energy_ha": -269.02950, "fmax_ha_per_bohr": 0.0490, "mol_weight_g_mol": 88.154, "multiplicity": 1, "charge": 0, "elements": ["N", "N", "C", "C", "C", "C", "H", "H", "H", "H", "H", "H", "H", "H", "H", "H", "H", "H"], "coordinates": [[-0.704814, -3.551128, -0.013049], [0.225454, 3.426143, 0.225439], [0.553796, 2.452510, -0.879006], [-0.224372, -2.630045, 0.700860], [0.115885, -4.051802, -1.111798], [-0.475874, 2.750402, 1.338668], [1.457229, 2.811959, -1.356147], [-0.814516, -2.290610, 1.550491], [-0.212544, 1.713045, 1.494430], [-0.425097, 4.123919, -0.106035], [-1.565637, 2.847432, 1.284652], [0.983692, -4.685075, -0.897730], [-0.557521, -4.536743, -1.808160], [0.741146, 1.552871, -0.299396], [-0.332507, 2.407810, -1.507538], [0.549701, -3.206029, -1.660746], [0.833462, -2.365800, 0.776508], [-0.147477, 3.231143, 2.268560]], "forces_ev_per_angstrom": [[0.32, 0.32, -0.20], [-0.04, -1.08, 0.10], [-0.69, 1.51, 1.89], [0.07, -1.10, 1.38], [0.12, 0.75, -0.78], [0.22, 1.21, 0.64], [-0.05, -0.21, -0.48], [-0.23, 0.28, -0.21], [0.12, -0.33, -0.48], [0.23, 0.15, -0.25], [0.02, -0.23, -0.04], [-0.45, -0.19, 0.58], [0.13, -0.40, -0.08], [0.14, -0.45, -0.79], [0.34, -0.65, -0.57], [-0.07, 0.01, 0.03], [0.12, 0.35, -0.72], [-0.28, 0.06, -0.01]], "lowdin_charge": [-0.09, -0.19, -0.11, -0.10, -0.16, -0.16, 0.06, 0.06, 0.06, 0.08, 0.07, 0.08, 0.06, 0.06, 0.07, 0.07, 0.07, 0.07]}

=====

Record 6
{"formula": "C4H12N2", "method": "ωB97M-V with the def2-TZVPD basis set", "energy_ha": -269.06315, "fmax_ha_per_bohr": 0.0345, "mol_weight_g_mol": 88.154, "multiplicity": 1, "charge": 0, "elements": ["N", "N", "C", "C", "C", "C", "H", "H", "H", "H", "H", "H", "H", "H", "H", "H", "H", "H"], "coordinates": [[-1.505388, 0.743904, 0.552914], [0.962940, -1.222328, 0.922096], [1.648595, 0.043746, 1.156282], [1.293238, -1.800475, -0.358885], [-2.493300, 1.614716, -1.521114], [-1.501006, 1.379406, -0.658126], [1.527310, 0.670827, 0.277742], [-0.515065, 1.660066, -1.003700], [0.815174, -2.756590, -0.547710], [2.733062, -0.107298, 1.248778], [-3.465652, 1.148646, -1.437532], [0.962427, -1.121487, -1.160205], [1.210654, -1.905594, 1.626177], [1.251686, 0.556209, 2.027243], [-2.331776, 0.537941, 1.081922], [-2.279664, 2.189395, -2.406692], [2.376134, -1.831342, -0.594302], [-0.689372, 0.200263, 0.795108]], "forces_ev_per_angstrom": [[0.41, 0.01, 0.42], [-0.22, -0.26, 0.17], [0.61, -0.57, -0.25], [0.46, 1.02, -1.38], [-0.07, -0.29, 0.18], [-0.12, -0.23, -0.74], [-0.24, 0.21, -0.06], [0.28, 0.26, 0.31], [0.07, -0.12, 0.27], [0.01, 0.18, 0.21], [-0.18, 0.30, 0.25], [-0.40, -0.12, 0.22], [-0.08, 0.23, 0.27], [0.04, 0.02, 0.09], [-0.25, -0.05, -0.40], [-0.02, -0.01, -0.11], [-0.08, -0.49, 0.50], [-0.22, -0.10, 0.05]], "lowdin_charge": [0.06, -0.20, -0.15, -0.16, -0.04, -0.33, 0.07, 0.09, 0.08, 0.08, 0.04, 0.08, 0.10, 0.08, 0.09, 0.03, 0.08, 0.03]}

=====

no.,LUMO (eV)
1,-1.35
2,-0.02
3,1.11
4,1.15
5,0.85
6,1.01